{"formula": "C48H29AsF4GeN4O3PPbS5", "method": "wB97M-V/def2-TZVPD", "symbols": ["Pb", "O", "S", "O", "O", "C", "C", "C", "C", "C", "C", "P", "C", "C", "C", "C", "C", "C", "C", "C", "C", "C", "C", "C", "H", "H", "H", "H", "H", "H", "H", "H", "H", "H", "H", "H", "H", "H", "S", "As", "S", "S", "S", "C", "C", "C", "C", "C", "C", "Ge", "C", "C", "C", "C", "C", "C", "C", "C", "C", "C", "C", "C", "H", "H", "H", "H", "H", "H", "H", "H", "H", "H", "H", "H", "H", "H", "H", "F", "C", "C", "F", "C", "C", "C", "F", "C", "C", "C", "N", "C", "N", "F", "C", "C", "N", "C", "N"], "coordinates": [[2.237, 0.656, 1.163], [0.849, 1.648, -3.336], [0.407, 2.445, -2.245], [1.384, 3.114, -1.433], [-0.500, 1.551, -1.296], [-0.822, 3.587, -2.740], [-0.591, 4.583, -3.678], [-1.643, 5.418, -4.003], [-2.879, 5.249, -3.382], [-3.078, 4.247, -2.445], [-2.037, 3.377, -2.118], [-2.080, 2.006, -0.825], [-3.114, 0.871, -1.846], [-2.659, 0.522, -3.117], [-3.331, -0.416, -3.884], [-4.493, -0.983, -3.391], [-4.970, -0.624, -2.137], [-4.294, 0.294, -1.336], [-4.712, 2.684, 1.596], [-4.624, 1.943, 2.771], [-4.184, 2.531, 3.948], [-3.822, 3.870, 3.970], [-3.906, 4.620, 2.804], [-4.346, 4.028, 1.629], [0.385, 4.688, -4.137], [-1.510, 6.193, -4.748], [-3.701, 5.907, -3.641], [-4.055, 4.133, -1.992], [-1.744, 0.958, -3.500], [-2.942, -0.713, -4.850], [-5.020, -1.731, -3.970], [-5.877, -1.078, -1.763], [-3.867, 0.431, 0.721], [-4.892, 0.892, 2.771], [-4.104, 1.930, 4.846], [-3.468, 4.325, 4.887], [-3.616, 5.663, 2.800], [-4.395, 4.615, 0.716], [2.985, -2.539, 2.827], [0.820, -2.882, 2.233], [0.654, -1.331, 0.523], [3.084, -0.567, 3.350], [0.840, -4.802, 1.419], [-3.043, -5.066, -0.417], [-2.638, -4.110, -1.341], [-2.259, -2.851, -0.899], [-2.244, -2.516, 0.461], [-2.641, -3.498, 1.370], [-3.047, -4.756, 0.937], [-1.649, -0.613, 0.745], [-1.538, -0.149, 2.723], [-1.075, 1.151, 2.958], [-0.931, 1.659, 4.242], [-1.285, 0.883, 5.337], [-1.780, -0.398, 5.132], [-1.899, -0.905, 3.841], [-4.759, 0.589, 0.099], [-5.210, 2.065, 0.300], [-6.706, 2.258, 0.234], [-7.564, 1.257, 0.405], [-7.087, -0.106, 0.654], [-5.797, -0.407, 0.542], [-3.341, -6.053, -0.749], [-2.599, -4.341, -2.400], [-1.936, -2.116, -1.632], [-2.622, -3.307, 2.435], [-3.349, -5.502, 1.664], [-0.830, 1.786, 2.109], [-0.554, 2.666, 4.386], [-1.176, 1.275, 6.342], [-2.067, -1.010, 5.980], [-2.277, -1.911, 3.716], [-4.769, 2.637, -0.516], [-7.057, 3.276, 0.096], [-8.632, 1.440, 0.394], [-7.812, -0.866, 0.921], [-5.443, -1.418, 0.725], [2.262, -2.909, -1.516], [1.944, -2.412, -2.728], [0.711, -2.732, -3.251], [-0.098, -3.510, -2.511], [0.267, -2.267, -4.497], [1.231, -1.514, -5.180], [2.462, -1.190, -4.646], [3.270, -0.392, -5.366], [2.857, -1.587, -3.378], [4.046, -1.053, -2.669], [3.873, -0.736, -1.347], [3.677, -0.428, -0.233], [5.266, -0.711, -3.296], [6.279, -0.450, -3.793], [0.946, -1.033, -6.404], [-1.067, -2.522, -5.011], [-2.007, -3.371, -4.379], [-2.833, -4.056, -3.933], [-1.596, -1.896, -6.165], [-2.110, -1.401, -7.080]], "atomic_forces_ev_per_a": [[-0.037, 0.446, 0.149], [0.097, -0.161, -0.261], [0.058, -0.026, 0.463], [-0.013, -0.058, 0.012], [0.214, 0.095, -0.064], [-0.111, -0.112, 0.036], [0.029, 0.005, -0.012], [0.056, -0.001, -0.033], [-0.083, -0.021, 0.041], [-0.003, -0.012, -0.032], [-0.065, 0.163, 0.240], [-0.283, 0.107, -0.538], [0.074, -0.072, 0.091], [-0.074, 0.019, 0.128], [-0.008, 0.045, -0.131], [-0.128, -0.024, 0.118], [0.021, 0.166, 0.047], [0.047, -0.044, 0.074], [0.085, -0.004, -0.045], [-0.054, -0.044, 0.048], [-0.060, -0.016, -0.014], [-0.045, 0.032, -0.016], [-0.012, -0.030, -0.010], [-0.035, -0.017, -0.026], [-0.059, -0.019, -0.011], [0.000, 0.001, 0.049], [0.023, -0.035, 0.002], [-0.009, -0.032, 0.029], [0.028, -0.062, -0.036], [-0.174, 0.223, 0.141], [0.048, 0.020, 0.004], [0.003, -0.035, -0.009], [-0.024, 0.115, 0.022], [0.021, 0.057, -0.006], [0.029, 0.008, -0.026], [0.016, -0.008, -0.008], [0.015, 0.000, 0.020], [0.025, -0.033, 0.023], [-0.106, -0.271, -0.071], [0.413, 0.476, -0.337], [-0.237, -0.424, 0.295], [-0.185, 0.088, 0.028], [-0.035, -0.045, 0.006], [0.057, 0.249, 0.194], [0.189, -0.322, 0.902], [-0.129, -0.014, 0.273], [-0.149, 0.325, -0.069], [-0.094, -0.020, 0.064], [-0.027, -0.005, 0.032], [0.298, -0.282, 0.310], [-0.100, -0.126, -0.104], [0.043, -0.077, 0.035], [0.051, -0.017, -0.027], [0.019, -0.008, -0.005], [-0.008, 0.025, -0.032], [0.004, 0.080, 0.001], [-0.196, 0.102, -0.390], [0.033, -0.191, 0.177], [0.005, 0.035, -0.074], [-0.001, -0.038, 0.014], [-0.066, 0.060, 0.025], [0.200, -0.127, 0.068], [-0.009, -0.027, -0.027], [-0.081, -0.125, 1.201], [-0.078, 0.026, -0.029], [-0.042, 0.002, 0.012], [0.015, -0.007, 0.043], [-0.003, 0.021, -0.006], [-0.014, -0.010, -0.001], [-0.003, -0.010, -0.006], [0.019, 0.001, -0.010], [0.004, 0.005, 0.017], [0.040, 0.139, -0.078], [-0.015, -0.025, -0.028], [0.013, 0.015, -0.016], [0.046, -0.010, 0.050], [-0.016, 0.006, -0.044], [0.012, -0.117, -0.119], [0.118, -0.054, 0.094], [-0.057, 0.117, -0.185], [0.154, -0.118, -0.066], [0.012, 0.051, 0.078], [-0.083, -0.083, 0.064], [-0.063, 0.143, 0.054], [0.000, 0.044, -0.039], [0.147, 0.073, 0.194], [-0.191, -0.185, -0.087], [0.094, 0.491, -0.008], [0.241, -0.417, -0.187], [0.033, -0.107, -0.005], [-0.116, -0.008, 0.065], [0.008, 0.023, -0.106], [-0.261, -0.204, -0.063], [0.292, 0.147, -0.488], [-0.101, 0.332, -2.086], [0.264, -0.195, -0.067], [0.032, -0.040, 0.105]], "s_squared": 0.763, "charge": -2, "multiplicity": 2, "orbital_gap_ha": [0.204, 0.133], "lumo_ev": [3.56, 1.62]}

{"formula": "C48H33BrF5MoN4O5PS4Se", "method": "wB97M-V/def2-TZVPD", "symbols": ["Mo", "O", "C", "C", "C", "C", "C", "C", "C", "O", "N", "N", "C", "C", "Br", "C", "C", "C", "C", "C", "C", "C", "H", "H", "H", "H", "H", "H", "H", "H", "H", "H", "H", "H", "H", "H", "O", "S", "O", "O", "C", "C", "C", "C", "C", "C", "P", "C", "C", "C", "C", "C", "C", "C", "C", "C", "C", "C", "C", "H", "H", "H", "H", "H", "H", "H", "H", "H", "H", "H", "H", "H", "H", "F", "C", "C", "F", "C", "F", "C", "Se", "C", "F", "C", "F", "S", "C", "S", "C", "N", "N", "C", "C", "C", "C", "C", "C", "S", "H", "H", "H", "H", "H"], "coordinates": [[0.564, 1.234, -0.571], [3.576, -2.873, 1.771], [2.253, -3.174, 1.883], [1.953, -4.477, 2.271], [0.638, -4.880, 2.409], [-0.400, -3.992, 2.148], [-0.095, -2.698, 1.769], [1.222, -2.266, 1.647], [1.473, -0.837, 1.249], [0.794, -0.508, 0.058], [1.060, 0.065, 2.309], [0.929, 1.384, 1.762], [1.331, 2.263, 2.596], [1.241, 3.711, 2.449], [-0.333, 4.410, 1.660], [2.137, 4.551, 2.977], [3.393, 4.155, 3.626], [3.825, 4.878, 4.741], [4.984, 4.521, 5.405], [5.745, 3.451, 4.950], [5.347, 2.750, 3.822], [4.181, 3.101, 3.158], [3.706, -2.056, 1.279], [2.773, -5.159, 2.450], [0.421, -5.897, 2.709], [-1.432, -4.305, 2.235], [-0.894, -2.001, 1.550], [2.534, -0.639, 1.053], [0.129, -0.205, 2.625], [1.767, 1.902, 3.526], [1.916, 5.612, 2.949], [3.236, 5.717, 5.092], [5.301, 5.081, 6.275], [6.658, 3.178, 5.463], [5.954, 1.938, 3.444], [3.911, 2.591, 2.242], [-1.690, 2.349, -2.977], [-1.319, 3.442, -2.118], [-1.069, 4.728, -2.687], [-0.161, 3.035, -1.205], [-2.645, 3.611, -0.963], [-3.314, 4.821, -0.891], [-4.405, 4.948, -0.045], [-4.820, 3.864, 0.711], [-4.136, 2.659, 0.642], [-3.028, 2.515, -0.189], [-2.103, 0.930, -0.249], [-2.521, 0.275, 1.418], [-3.280, -0.871, 1.633], [-3.544, -1.310, 2.926], [-3.064, -0.606, 4.017], [-2.340, 0.564, 3.814], [-2.078, 1.002, 2.526], [-3.070, -0.131, -1.350], [-4.159, 0.342, -2.071], [-4.902, -0.532, -2.853], [-4.575, -1.878, -2.896], [-3.486, -2.354, -2.177], [-2.718, -1.480, -1.426], [-2.972, 5.641, -1.507], [-4.934, 5.891, 0.014], [-5.679, 3.952, 1.363], [-4.471, 1.825, 1.245], [-3.676, -1.428, 0.795], [-4.131, -2.207, 3.074], [-3.263, -0.955, 5.022], [-1.991, 1.141, 4.660], [-1.547, 1.933, 2.376], [-4.420, 1.392, -2.038], [-5.736, -0.157, -3.431], [-5.147, -2.559, -3.511], [-3.221, -3.402, -2.228], [-1.846, -1.845, -0.891], [5.716, 0.152, -5.446], [5.105, 0.572, -4.343], [4.659, 1.879, -4.253], [4.841, 2.711, -5.278], [4.026, 2.308, -3.099], [3.594, 3.567, -3.049], [3.826, 1.457, -2.026], [2.897, 2.018, -0.452], [4.285, 0.155, -2.140], [4.099, -0.718, -1.140], [4.919, -0.297, -3.281], [5.347, -1.556, -3.371], [-2.681, -2.819, -5.688], [-1.586, -2.156, -4.641], [-1.312, -0.437, -4.572], [-0.126, -0.679, -3.326], [0.036, -1.903, -2.985], [-0.787, -2.735, -3.701], [-0.773, -4.099, -3.270], [-0.467, -4.356, -1.933], [-0.452, -5.659, -1.471], [-0.739, -6.714, -2.328], [-1.025, -6.450, -3.656], [-1.042, -5.147, -4.139], [0.959, 0.567, -2.746], [-0.228, -3.539, -1.267], [-0.211, -5.843, -0.431], [-0.727, -7.733, -1.964], [-1.235, -7.262, -4.340], [-1.256, -4.954, -5.177]], "atomic_forces_ev_per_a": [[0.040, 0.405, -0.343], [-0.004, 0.008, 0.002], [-0.011, -0.012, 0.008], [-0.006, -0.015, 0.007], [0.001, 0.016, -0.017], [-0.025, -0.006, -0.006], [-0.018, -0.043, 0.022], [0.032, 0.037, -0.039], [0.075, 0.048, 0.099], [-0.125, 0.016, 0.011], [-0.013, -0.057, -0.014], [-0.010, 0.067, 0.075], [0.053, -0.090, -0.001], [-0.089, 0.169, -0.040], [0.027, -0.045, 0.001], [0.003, -0.092, 0.034], [0.027, 0.010, -0.029], [-0.029, 0.008, 0.010], [0.020, -0.008, 0.014], [-0.011, 0.007, -0.014], [0.015, -0.001, 0.006], [-0.046, 0.011, -0.011], [0.004, -0.003, -0.004], [0.002, 0.000, -0.001], [0.006, -0.002, 0.002], [0.003, -0.002, 0.001], [-0.045, 0.045, -0.011], [-0.034, 0.069, -0.024], [-0.010, 0.007, 0.002], [0.032, 0.027, 0.009], [0.012, 0.012, -0.013], [-0.001, 0.001, 0.001], [-0.002, 0.005, -0.001], [-0.001, -0.002, 0.003], [-0.004, -0.004, 0.001], [-0.020, -0.030, 0.005], [0.016, -0.002, 0.013], [-0.122, 0.146, -0.084], [0.109, -0.050, 0.009], [0.156, -0.350, 0.274], [-0.037, -0.014, 0.070], [0.032, -0.021, -0.026], [-0.011, 0.015, 0.001], [-0.019, 0.005, 0.013], [0.045, -0.017, -0.013], [-0.036, 0.008, -0.026], [-0.026, -0.146, 0.055], [0.014, 0.031, 0.000], [-0.014, -0.025, -0.012], [0.016, -0.022, -0.013], [0.015, 0.025, 0.010], [-0.014, -0.003, 0.017], [-0.004, -0.062, -0.008], [0.003, -0.012, 0.009], [0.007, -0.020, 0.004], [-0.004, 0.014, 0.003], [-0.001, -0.011, 0.008], [-0.004, 0.002, 0.015], [-0.022, 0.038, -0.001], [-0.004, 0.010, 0.004], [-0.001, 0.001, 0.003], [-0.003, 0.000, -0.004], [-0.003, -0.003, 0.013], [0.008, -0.007, 0.009], [-0.001, 0.000, -0.003], [-0.004, 0.005, 0.002], [0.006, -0.002, -0.003], [0.031, 0.026, -0.004], [-0.005, -0.002, -0.011], [0.001, 0.002, -0.004], [-0.008, 0.007, 0.002], [0.010, 0.003, -0.002], [-0.013, -0.001, -0.002], [0.003, -0.003, -0.006], [0.002, -0.010, 0.016], [-0.001, 0.016, 0.002], [-0.002, 0.000, 0.006], [0.004, -0.019, -0.004], [0.002, 0.002, -0.005], [-0.007, -0.012, 0.012], [-0.045, -0.100, -0.020], [0.000, 0.037, -0.027], [-0.001, -0.025, 0.020], [0.001, 0.008, -0.010], [-0.001, 0.000, 0.003], [0.003, -0.077, 0.022], [-0.025, 0.068, -0.071], [0.053, -0.071, 0.071], [-0.174, 0.103, -0.110], [0.092, -0.112, 0.050], [-0.001, 0.048, 0.019], [-0.003, -0.073, 0.053], [-0.050, 0.032, -0.051], [-0.007, -0.023, 0.012], [0.016, 0.031, -0.005], [-0.012, -0.010, -0.035], [0.047, 0.022, -0.006], [0.139, 0.017, -0.010], [0.021, 0.014, -0.002], [0.001, -0.006, 0.007], [-0.003, 0.002, 0.003], [0.002, -0.007, 0.006], [-0.014, 0.024, -0.005]], "charge": 0, "orbital_gap_ha": [0.238, 0.230], "lumo_ev": [-1.29, -1.51]}

Number 1: largest force on an atom 2.11 eV Å⁻¹. Number 2: largest force on an atom 0.53 eV Å⁻¹.